(1)
C27H29BBrF8NO4PPt | ωB97M-V/def2-TZVPD

Output
LUMO level (spin up / spin down) ... -11.894 / -11.895 eV
E ... -5259.539060 a.u.
Total charge ... +3
HOMO (spin up / spin down) ... -17.38 / -17.38 eV
ΔE to the lowest compared entry with this formula, charge and spin ... 420.1 kJ/mol

XYZ file:
```
73
C27H29BBrF8NO4PPt, DFT ωB97M-V/def2-TZVPD
Pt 1.13 0.18 0.21
C 1.19 0.41 3.36
O 1.81 0.81 2.11
C 3.27 0.90 2.30
C 3.93 1.49 1.09
O 3.63 0.62 0.01
C 4.37 0.90 -1.20
H 1.44 1.16 4.11
H 1.54 -0.57 3.67
H 0.12 0.42 3.20
H 3.66 -0.09 2.55
H 3.43 1.56 3.15
H 5.01 1.55 1.25
H 3.54 2.49 0.88
H 5.41 0.61 -1.07
H 4.31 1.96 -1.44
H 3.92 0.31 -2.00
F 1.95 -6.68 1.84
C 1.37 -5.54 1.60
C 0.00 -5.39 1.79
F -0.72 -6.40 2.20
C -0.61 -4.16 1.53
F -1.91 -4.06 1.71
C 0.14 -3.07 1.10
P -0.68 -1.52 0.72
C -1.60 -1.89 -0.71
C -0.92 -2.03 -1.94
C -1.60 -2.46 -3.05
C -2.97 -2.73 -2.95
C -3.64 -2.60 -1.75
C -2.98 -2.13 -0.62
C -1.61 -1.04 2.10
C -1.30 -1.60 3.37
C -2.11 -1.33 4.45
C -3.19 -0.46 4.30
C -3.48 0.13 3.07
C -2.68 -0.12 1.98
C 1.49 -3.26 0.91
Br 2.53 -1.83 0.25
C 2.12 -4.45 1.15
F 3.42 -4.58 0.94
H 0.14 -1.80 -2.01
H -1.08 -2.62 -3.98
H -3.51 -3.05 -3.83
H -4.69 -2.84 -1.68
H -3.52 -1.97 0.30
H -0.48 -2.29 3.48
H -1.91 -1.80 5.40
H -3.81 -0.24 5.16
H -4.32 0.80 2.98
H -2.87 0.39 1.05
F -2.66 2.63 -0.79
B -2.32 1.43 -1.34
F -1.29 0.83 -0.40
F -1.64 1.58 -2.57
F -3.35 0.55 -1.44
O 1.12 0.89 -1.86
C 1.00 2.06 -1.39
O 1.02 2.15 -0.11
C 0.88 3.29 -2.24
N 0.40 2.97 -3.62
C 0.04 4.31 -4.23
C -0.38 5.19 -3.04
C -0.15 4.33 -1.78
H 1.87 3.75 -2.31
H -0.46 2.39 -3.50
H 1.06 2.43 -4.18
H -0.73 4.15 -4.98
H 0.93 4.68 -4.73
H -1.42 5.49 -3.11
H 0.23 6.09 -3.02
H -1.06 3.83 -1.47
H 0.21 4.91 -0.93
```

---

(2)
C27H29BrCaN5OS | ωB97M-V/def2-TZVPD

Output
LUMO level ... -3.002 eV
E ... -5045.101351 a.u.
Total charge ... +1
HOMO ... -10.11 eV
ΔE to the lowest compared entry with this formula, charge and spin ... 0.0 kJ/mol

XYZ file:
```
65
C27H29BrCaN5OS, DFT ωB97M-V/def2-TZVPD
Ca -0.19 0.18 -0.78
Br 3.49 4.89 4.03
C 2.28 3.87 3.00
C 1.02 4.38 2.69
C 0.12 3.63 1.95
C 0.44 2.34 1.48
O -0.43 1.66 0.81
C 1.74 1.84 1.79
C 2.25 0.55 1.39
N 1.78 -0.24 0.49
C 2.43 -1.48 0.23
C 3.76 -1.72 0.48
C 4.34 -2.98 0.23
C 3.59 -4.00 -0.27
C 2.22 -3.78 -0.58
C 1.40 -4.80 -1.11
C 0.10 -4.54 -1.42
C -0.38 -3.23 -1.21
N 0.34 -2.26 -0.71
C 1.64 -2.51 -0.36
C 2.62 2.61 2.57
H 0.74 5.37 3.03
H -0.86 4.03 1.72
H 3.15 0.25 1.95
H 4.39 -0.93 0.87
H 5.39 -3.13 0.45
H 4.01 -4.98 -0.46
H 1.83 -5.78 -1.28
H -0.56 -5.29 -1.82
H -1.39 -2.97 -1.49
H 3.59 2.20 2.83
C -2.37 3.53 -1.85
C -1.55 3.19 -3.09
C -1.38 4.42 -3.99
C -0.19 2.60 -2.75
C 0.62 3.15 -1.76
C 1.89 2.65 -1.52
C 2.39 1.57 -2.23
C 3.79 1.05 -1.99
C 1.57 0.99 -3.20
C 0.30 1.51 -3.46
H -3.39 3.80 -2.13
H -1.95 4.39 -1.31
H -2.41 2.70 -1.14
H -2.09 2.42 -3.65
H -0.81 5.20 -3.47
H -2.35 4.84 -4.26
H -0.84 4.17 -4.90
H 0.27 3.99 -1.17
H 2.50 3.12 -0.75
H 4.36 1.05 -2.92
H 3.78 0.03 -1.62
H 4.31 1.68 -1.27
H 1.92 0.13 -3.76
H -0.32 1.05 -4.22
N -2.57 -0.08 0.43
N -3.74 0.18 -0.29
C -3.79 0.08 -1.63
N -4.96 0.41 -2.18
S -2.50 -0.38 -2.61
H -2.75 -0.82 1.10
H -2.24 0.76 0.91
H -4.52 0.57 0.22
H -5.79 0.58 -1.63
H -5.06 0.33 -3.18
```

---

(3)
C27H29ClF5N2O7P2SZr | ωB97M-V/def2-TZVPD

Output
LUMO level ... -3.579 eV
E ... -3769.964706 a.u.
Total charge ... +1
HOMO ... -11.17 eV
ΔE to the lowest compared entry with this formula, charge and spin ... 22.2 kJ/mol

XYZ file:
```
75
C27H29ClF5N2O7P2SZr, DFT ωB97M-V/def2-TZVPD
Zr 0.78 0.03 -0.12
O -1.09 -5.16 -2.78
C -2.19 -4.50 -2.48
O -3.29 -4.90 -2.75
C -2.03 -3.18 -1.76
C -3.08 -2.34 -1.43
Cl -4.74 -2.52 -1.67
N -2.58 -1.27 -0.77
N -1.24 -1.36 -0.65
C -0.91 -2.51 -1.25
C 0.56 -2.81 -1.31
O 1.01 -3.74 -1.93
O 1.26 -1.94 -0.64
C -3.34 -0.13 -0.32
C -3.47 0.11 1.03
C -4.18 1.23 1.45
C -4.76 2.07 0.51
C -4.65 1.79 -0.84
C -3.93 0.68 -1.27
H -0.26 -4.71 -2.51
H -3.03 -0.57 1.75
H -4.29 1.43 2.51
H -5.31 2.94 0.84
H -5.11 2.44 -1.57
H -3.83 0.45 -2.32
C -0.94 -2.59 2.52
P 0.46 -1.45 2.30
C 1.89 -2.54 2.59
C 0.46 -0.36 3.78
C 1.44 0.80 3.57
P 0.96 1.74 2.07
C -0.54 2.62 2.60
C 2.20 3.05 1.89
H -0.85 -3.15 3.45
H -0.95 -3.29 1.68
H -1.88 -2.04 2.52
H 1.71 -3.17 3.46
H 2.79 -1.95 2.77
H 2.04 -3.18 1.72
H 0.72 -0.94 4.67
H -0.56 0.02 3.92
H 2.46 0.43 3.42
H 1.45 1.47 4.43
H -0.38 3.07 3.58
H -1.39 1.95 2.64
H -0.77 3.40 1.88
H 2.20 3.71 2.75
H 1.97 3.62 0.98
H 3.20 2.62 1.77
C 4.45 -0.83 -1.20
C 4.07 0.16 -0.10
C 5.22 0.49 0.82
O 2.96 -0.42 0.69
C 3.46 1.41 -0.75
O 4.11 2.37 -1.03
O 2.16 1.26 -0.98
H 4.80 -1.77 -0.76
H 5.26 -0.41 -1.79
H 3.60 -1.04 -1.85
H 5.69 -0.42 1.19
H 4.89 1.09 1.67
H 5.96 1.07 0.26
H 3.05 -1.38 0.66
F -1.39 1.91 -6.37
C -1.27 1.91 -5.05
C -1.89 2.89 -4.29
F -2.60 3.84 -4.89
C -1.76 2.89 -2.91
F -2.36 3.85 -2.22
C -1.01 1.92 -2.24
S -0.86 1.96 -0.50
C -0.42 0.97 -3.05
F 0.34 -0.02 -2.46
C -0.53 0.93 -4.42
F 0.08 -0.02 -5.12
```

---

(4)
C27H29ClN6O2 | ωB97M-V/def2-TZVPD

Output
LUMO level ... 0.608 eV
E ... -1985.522812 a.u.
SMILES ... Cn1c(CCN2CCN(c3ccccn3)CC2)nc2cc(NC(=O)COc3ccc(Cl)cc3)ccc21
Total charge ... 0
HOMO ... -7.61 eV
ΔE to the lowest compared entry with this formula, charge and spin ... 16.2 kJ/mol

XYZ file:
```
65
C27H29ClN6O2, DFT ωB97M-V/def2-TZVPD
C -0.40 0.98 -3.47
N 0.61 0.25 -2.75
C 0.87 -1.09 -2.82
C 0.12 -2.03 -3.69
C -1.07 -2.66 -2.95
N -2.05 -1.64 -2.59
C -2.05 -1.29 -1.18
C -2.80 -2.32 -0.32
N -4.15 -2.50 -0.82
C -5.24 -1.85 -0.33
C -5.29 -1.29 0.96
C -6.47 -0.72 1.40
C -7.58 -0.71 0.56
C -7.44 -1.29 -0.69
N -6.32 -1.84 -1.12
C -4.14 -2.92 -2.21
C -3.40 -1.88 -3.06
N 1.84 -1.46 -2.03
C 2.27 -0.33 -1.40
C 3.30 -0.15 -0.47
C 3.53 1.13 -0.02
N 4.56 1.43 0.89
C 5.37 0.59 1.56
O 5.38 -0.62 1.51
C 6.38 1.35 2.44
O 5.96 2.64 2.84
C 4.98 2.73 3.79
C 4.72 4.02 4.26
C 3.74 4.23 5.22
C 3.02 3.15 5.70
Cl 1.79 3.41 6.90
C 3.26 1.87 5.23
C 4.24 1.66 4.28
C 2.76 2.22 -0.47
C 1.74 2.06 -1.38
C 1.50 0.77 -1.85
H -0.64 1.88 -2.92
H -1.29 0.36 -3.56
H -0.04 1.26 -4.47
H 0.80 -2.83 -3.99
H -0.23 -1.51 -4.58
H -0.69 -3.19 -2.07
H -1.53 -3.40 -3.62
H -1.02 -1.18 -0.83
H -2.56 -0.32 -1.08
H -2.81 -2.00 0.72
H -2.29 -3.29 -0.38
H -4.43 -1.30 1.62
H -6.52 -0.28 2.38
H -8.52 -0.28 0.87
H -8.26 -1.32 -1.39
H -5.17 -3.03 -2.54
H -3.63 -3.89 -2.27
H -3.37 -2.19 -4.10
H -3.95 -0.93 -2.99
H 3.89 -0.99 -0.13
H 4.69 2.42 1.07
H 6.65 0.72 3.30
H 7.29 1.52 1.85
H 5.30 4.84 3.87
H 3.54 5.22 5.58
H 2.69 1.04 5.61
H 4.41 0.65 3.92
H 2.97 3.21 -0.09
H 1.16 2.90 -1.72
```

---

(5)
C27H29CoN6O6PS2Te | ωB97M-V/def2-TZVPD

Output
LUMO level (spin up / spin down) ... -0.095 / -1.986 eV
E ... -4614.818633 a.u.
2S+1 ... 4
Total charge ... 0
HOMO (spin up / spin down) ... -5.81 / -8.06 eV

XYZ file:
```
73
C27H29CoN6O6PS2Te, DFT ωB97M-V/def2-TZVPD
Co -1.43 0.29 -0.08
C -5.16 -1.26 -0.78
C -3.95 -0.40 -0.63
N -2.73 -0.89 -0.44
N -2.42 -2.17 -0.46
C -1.19 -2.44 -0.14
O -0.36 -1.37 0.26
C -0.58 -3.73 -0.25
C 0.81 -3.88 -0.07
C 1.40 -5.12 -0.21
C 0.63 -6.23 -0.53
C -0.74 -6.10 -0.70
C -1.34 -4.86 -0.57
C -3.96 1.01 -0.65
C -5.10 1.83 -0.76
C -4.96 3.19 -0.78
C -3.67 3.75 -0.72
C -2.59 2.90 -0.60
N -2.70 1.58 -0.54
H -4.86 -2.30 -0.92
H -5.76 -0.95 -1.63
H -5.78 -1.21 0.11
H 1.42 -3.02 0.16
H 2.46 -5.22 -0.08
H 1.10 -7.20 -0.63
H -1.34 -6.97 -0.94
H -2.40 -4.73 -0.72
H -6.07 1.37 -0.80
H -5.83 3.83 -0.84
H -3.53 4.81 -0.74
H -1.59 3.32 -0.55
Te 2.47 0.09 1.45
C 4.20 0.26 0.33
C 4.90 1.39 0.03
C 6.04 1.15 -0.75
C 6.21 -0.17 -1.04
S 4.95 -1.13 -0.39
H 4.59 2.37 0.35
H 6.72 1.92 -1.08
H 7.01 -0.63 -1.59
O 1.83 4.82 -2.13
S 2.45 3.83 -1.29
O 3.69 4.19 -0.66
N 1.34 3.32 -0.17
C 0.95 2.12 -0.44
O 0.03 1.55 0.24
C 1.62 1.44 -1.57
C 1.44 0.14 -2.00
C 2.23 -0.32 -3.05
C 3.15 0.52 -3.66
C 3.33 1.83 -3.22
C 2.56 2.26 -2.17
H 0.71 -0.51 -1.54
H 2.11 -1.33 -3.41
H 3.75 0.15 -4.48
H 4.04 2.48 -3.70
N -0.66 2.97 2.30
C -0.25 2.16 3.46
P -1.38 0.62 3.45
O -2.42 0.80 4.47
O -1.84 0.45 2.02
C -0.24 -0.81 3.88
N -0.35 -1.85 2.87
H -1.67 3.12 2.33
H -0.43 2.37 1.40
H -0.15 3.85 2.21
H -0.44 2.69 4.39
H 0.81 1.92 3.38
H -0.56 -1.15 4.87
H 0.80 -0.48 3.95
H 0.22 -2.65 3.11
H -0.20 -1.46 1.26
H -1.32 -2.14 2.82
```

---

(6)
C27H29FN2O3SbSe5W | ωB97M-V/def2-TZVPD

Output
LUMO level (spin up / spin down) ... 1.099 / 1.281 eV
E ... -13796.120082 a.u.
2S+1 ... 3
Total charge ... -1
HOMO (spin up / spin down) ... -4.54 / -5.00 eV
ΔE to the lowest compared entry with this formula, charge and spin ... 92.0 kJ/mol

XYZ file:
```
69
C27H29FN2O3SbSe5W, DFT ωB97M-V/def2-TZVPD
W -0.88 0.59 -0.38
C 1.95 -0.06 2.61
C 0.95 -1.11 2.19
C 1.37 -2.18 1.40
C 2.83 -2.31 1.06
C 0.43 -3.11 0.94
C 0.85 -4.18 -0.04
C -0.90 -3.03 1.35
C -1.87 -4.10 0.91
C -1.33 -1.97 2.16
C -2.77 -1.89 2.58
C -0.40 -1.01 2.60
C -0.80 0.05 3.59
H 2.58 -0.41 3.43
H 1.47 0.86 2.92
H 2.61 0.18 1.77
H 3.10 -1.68 0.21
H 3.09 -3.34 0.82
H 3.45 -2.00 1.90
H 1.20 -5.09 0.46
H 1.66 -3.82 -0.67
H 0.03 -4.45 -0.69
H -2.32 -3.85 -0.06
H -2.70 -4.21 1.62
H -1.38 -5.06 0.83
H -2.96 -2.47 3.49
H -3.43 -2.25 1.80
H -3.08 -0.86 2.78
H -0.99 1.02 3.11
H -0.02 0.21 4.33
H -1.70 -0.23 4.13
Se -4.78 -2.06 -0.80
Sb -3.43 -0.23 -1.59
Se -1.12 -1.32 -1.84
Se -3.02 1.13 0.60
Se -3.91 1.26 -3.38
C 4.12 5.62 -2.58
C 3.89 4.58 -3.67
C 3.73 5.18 -5.06
C 2.49 6.06 -5.13
C 1.29 5.34 -4.58
C 0.01 5.73 -4.89
C -1.10 5.07 -4.37
F -2.31 5.52 -4.74
C -0.98 4.01 -3.52
C 0.32 3.59 -3.18
C 0.49 2.49 -2.26
O -0.57 2.07 -1.68
C 1.78 1.99 -2.07
C 2.83 2.69 -2.60
N 2.70 3.78 -3.35
C 1.44 4.24 -3.70
C 2.15 0.80 -1.20
O 3.33 0.48 -1.15
O 1.19 0.25 -0.56
H 4.99 6.22 -2.80
H 4.27 5.13 -1.61
H 3.25 6.28 -2.47
H 4.73 3.88 -3.68
H 3.64 4.36 -5.79
H 4.63 5.75 -5.31
H 2.29 6.35 -6.16
H 2.66 6.98 -4.57
H -0.15 6.57 -5.57
H -1.85 3.48 -3.14
H 3.84 2.36 -2.37
Se 1.31 4.76 0.69
C 0.48 3.15 0.88
N -0.05 2.11 0.97
```